Below is the molecule C7H8O, with properties calculated with wB97M-V/def2-TZVPD.

Lowest unoccupied orbital energy   0.91 eV
Calculated total energy   -346.53621 a.u.
Relative energy (zero: lowest compared OMol25 entry of this formula, charge and spin)   6.512 eV
Max |F|   0.1424 hartree/bohr
HOMO energy   -7.893 eV
HOMO-LUMO gap   8.800 eV
SMILES   C=C1OC=C[C@@H]2C[C@@H]12

Last column: Mulliken charge in e.
Element x y z (Å)
C1 -0.5520 -1.3648 -2.1180  -1.29
C2 -0.4058 -0.6957 -0.8811  0.43
O1 -1.5369 -0.1499 -0.3197  -0.35
C3 -1.5809 0.8214 0.6334  -0.30
C4 -0.5468 0.9904 1.5209  -0.58
C5 0.6616 0.1512 1.1285  0.04
C6 1.9546 0.2074 0.2556  -0.53
C7 0.5969 0.2568 -0.3945  0.08
H1 0.1438 -1.8426 -2.6295  0.41
H2 -1.5190 -1.8508 -2.1634  0.28
H3 -2.6084 1.1725 0.8201  0.34
H4 -0.4959 1.4293 2.4326  0.49
H5 0.8467 -0.9150 1.6490  0.15
H6 2.3970 -0.8165 0.1527  0.28
H7 2.5310 1.1892 0.3260  0.24
H8 0.1140 1.4171 -0.4126  0.32

Atoms 1-3, force components in eV/Å:
-3.478 1.781 6.194
0.774 1.817 -4.348
-2.355 -0.442 -0.409